Record 1
# C2H2I4S

C2H2I4S as an isolated structure in a non-equilibrium geometry (ωB97M-V/def2-TZVPD, the Open Molecules 2025 dataset).

## Properties
LUMO energy, Ha: -0.0273
Energy, hartree: -1666.311821
Maximum force, eV/Å: 3.50
E_HOMO, eV: -9.18

Geometry as ORCA input:
```
! RIJCOSX wB97M-V def2-TZVPD def2/J DEFGRID3
* xyz 0 1
C 1.4899 -0.5132 -0.1140
C -1.4573 0.4519 0.1341
S -0.1453 -0.2687 1.1185
I 1.7383 1.3709 -1.2261
I 3.0975 -1.0238 1.1143
I -1.6307 -0.3219 -1.8377
I -3.1931 0.3190 1.3351
H 1.2630 -1.4272 -0.6091
H -1.1622 1.4130 0.0848
*
```

Record 2
# C32H56N8

A 8-piece molecular cluster, C32H56N8 overall in a non-equilibrium geometry (ωB97M-V/def2-TZVPD, the Open Molecules 2025 dataset).

## Properties
SMILES string: CCCC#N.CCCC#N.CCCC#N.CCCC#N.CCCC#N.CCCC#N.CCCC#N.CCCC#N
LUMO energy, Ha: -0.0068
Energy, hartree: -1690.760625
Maximum force, eV/Å: 6.06
E_HOMO, eV: -11.27

Geometry as ORCA input:
```
! RIJCOSX wB97M-V def2-TZVPD def2/J DEFGRID3
* xyz 0 1
C -4.0331 -8.2156 1.2894
C -3.6701 -6.8186 1.7198
C -3.9213 -5.6565 0.6449
C -5.4154 -5.5549 0.1823
N -6.4542 -5.3950 -0.2225
H -3.8142 -8.9398 2.0740
H -3.4056 -8.4009 0.4176
H -5.0549 -8.2817 0.9159
H -2.6156 -6.8326 1.9952
H -4.0677 -6.4982 2.6828
H -3.3758 -5.8307 -0.2826
H -3.6786 -4.6460 0.9738
C 3.5024 7.2701 -0.1583
C 2.2157 8.1503 -0.0424
C 0.9459 7.3060 0.3263
C -0.3901 7.9011 0.1941
N -1.4418 8.3743 -0.0294
H 3.2326 6.3192 -0.6178
H 3.8284 7.2216 0.8807
H 4.1577 7.8589 -0.8002
H 2.0162 8.7101 -0.9562
H 2.2487 8.9916 0.6499
H 1.0045 7.0448 1.3829
H 0.9109 6.4208 -0.3087
C 5.3553 3.3126 -3.3750
C 4.0499 3.4770 -4.1670
C 4.1934 4.4156 -5.3978
C 4.3948 5.8702 -5.3010
N 4.6327 6.9571 -5.2301
H 6.1838 3.0312 -4.0250
H 5.1188 2.5705 -2.6125
H 5.6909 4.2076 -2.8513
H 3.3129 3.7735 -3.4207
H 3.8310 2.5533 -4.7027
H 3.2911 4.3600 -6.0067
H 4.9654 3.9918 -6.0400
C 1.0076 -6.9835 -3.3977
C 0.6273 -6.0587 -4.6079
C -0.2416 -6.7169 -5.6765
C -1.6585 -7.1328 -5.4194
N -2.8096 -7.4913 -5.3903
H 1.7991 -6.4340 -2.8880
H 1.3588 -7.9711 -3.6967
H 0.1800 -7.1987 -2.7218
H 1.5389 -5.7468 -5.1177
H 0.0976 -5.2205 -4.1553
H 0.1441 -7.7047 -5.9288
H -0.1728 -6.0335 -6.5229
C -3.0699 3.1765 5.0300
C -2.8802 1.6308 4.8290
C -1.3925 1.1369 4.7113
C -1.4987 -0.1836 4.0390
N -1.6376 -1.2193 3.5056
H -2.9674 3.3957 6.0928
H -4.0863 3.5147 4.8283
H -2.3548 3.7377 4.4285
H -3.4039 1.3645 3.9109
H -3.4555 1.1232 5.6033
H -0.6592 1.0171 5.5088
H -0.9168 1.8031 3.9916
C 4.8914 2.7791 8.8396
C 4.5067 2.1285 7.5028
C 4.0924 0.6115 7.5564
C 3.1378 0.2302 8.6564
N 2.4088 0.1027 9.5125
H 4.1454 2.8038 9.6339
H 5.1932 3.8030 8.6192
H 5.8017 2.3060 9.2079
H 5.3317 2.2986 6.8110
H 3.7436 2.7218 6.9989
H 5.0200 0.1135 7.8387
H 3.6392 0.3209 6.6086
C -5.5380 -0.1894 -4.1427
C -5.3539 -1.5643 -3.3961
C -5.1225 -2.8326 -4.2749
C -3.9715 -2.8281 -5.2222
N -3.1546 -2.8148 -6.0454
H -4.9386 -0.1855 -5.0530
H -5.2284 0.6490 -3.5188
H -6.5079 0.0866 -4.5566
H -6.2066 -1.8287 -2.7707
H -4.4967 -1.4881 -2.7271
H -5.9360 -3.0641 -4.9624
H -5.1074 -3.7081 -3.6258
C -0.1213 -1.0275 -1.2483
C 0.0049 0.4082 -0.7350
C 1.4926 0.8130 -0.6677
C 2.2739 0.5692 0.5448
N 2.8360 0.2679 1.4546
H -0.2171 -1.1200 -2.3301
H -1.0900 -1.4467 -0.9760
H 0.6255 -1.6985 -0.8237
H -0.5106 0.6105 0.2038
H -0.4854 0.9615 -1.5358
H 1.4519 1.9002 -0.6010
H 2.0969 0.4873 -1.5143
*
```

Record 3
# C40H47ClF14N5O11P4

C40H47ClF14N5O11P4 as an isolated structure in a non-equilibrium geometry (ωB97M-V/def2-TZVPD, the Open Molecules 2025 dataset).

## Properties
LUMO energy, Ha: 0.0639
Energy, hartree: -5877.328372
Maximum force, eV/Å: 4.95
E_HOMO, eV: -5.20

Geometry as ORCA input:
```
! RIJCOSX wB97M-V def2-TZVPD def2/J DEFGRID3
* xyz -1 1
C 2.7083 5.0926 -0.4218
C 1.2220 5.2385 0.1572
O 1.0712 5.8068 1.2674
O 0.0287 4.8002 -0.5079
C -0.1485 3.3713 -0.3086
O 0.7419 2.8121 0.3619
C -1.4062 2.7341 -1.0306
C -1.8002 1.2250 -0.5285
C -2.1420 1.5534 1.0108
C -2.9528 0.4392 1.8241
C -4.0311 1.0508 2.8661
O -4.0223 2.2601 3.2442
N -5.0845 0.1878 3.5103
C -6.3847 0.3334 2.8251
C -7.0042 1.6909 2.4228
C -8.3585 1.8544 1.6589
C -9.1617 0.5815 1.2620
C -8.5738 -0.7855 1.6895
C -7.2151 -0.9488 2.4611
O -0.5814 0.4137 -0.6727
P -0.8120 -1.2239 -1.2649
C 1.0801 -1.2540 -1.7111
C 1.4125 -1.6797 -3.2101
C 1.5599 -0.4502 -4.2726
C 0.7708 -0.7442 -5.6595
F 0.6809 0.4789 -6.4286
F -0.5357 -1.2487 -5.4667
C 1.5417 -1.8230 -6.5972
F 2.6235 -2.4674 -5.9625
F 0.6111 -2.8662 -6.9320
F 1.9265 -1.2745 -7.8637
P -0.5498 -1.7494 0.8979
O 0.3213 -0.3656 1.5297
O 0.6007 -2.9899 1.1302
C -1.3021 -2.9746 -1.8916
F -1.7419 -2.8273 -3.2715
F -2.5792 -3.2268 -1.2149
C -0.4722 -4.2636 -1.6448
F -0.9793 -4.9075 -0.4498
F 0.9274 -4.2455 -1.4892
C -0.6517 -5.4327 -2.7830
F -0.1255 -5.0262 -4.0504
F 0.2711 -6.4612 -2.3428
C -2.0720 -6.1338 -2.8440
F -3.1778 -5.3059 -3.0747
F -2.0203 -7.0057 -3.9960
F -2.3394 -7.0359 -1.7659
O -2.5632 -0.9594 -1.1907
C -2.8484 0.4532 -1.4701
P -2.9684 0.9491 -3.3412
O -3.9835 2.3470 -3.4075
O -1.4499 1.1838 -4.0616
P -4.7581 0.6073 -1.1508
O -5.0559 1.8774 0.0093
Cl -5.4916 -1.2558 -0.3724
H 3.0954 6.0555 -0.8910
H 3.3870 4.8393 0.4782
H 2.7987 4.1755 -1.1210
H -1.2208 2.8116 -2.1516
H -2.3025 3.4363 -0.8162
H -2.7679 2.5255 1.0767
H -1.2041 1.7817 1.6479
H -2.1849 -0.0913 2.5125
H -3.3802 -0.3870 1.1674
H -5.1643 0.6092 4.4604
H -6.4492 2.6568 2.6618
H -8.7106 2.9019 1.3803
H -10.1427 0.7216 0.6963
H -9.1584 -1.7372 1.4431
H -6.8450 -1.9990 2.7471
H -0.9106 -0.8624 -2.6815
H 1.4083 -0.1490 -1.5899
H 1.6913 -1.8545 -0.9564
H 2.4617 -2.1735 -3.1827
H 0.7292 -2.4547 -3.6906
H 2.6707 -0.3772 -4.5953
H 1.3082 0.5710 -3.8281
H 0.1633 -0.3440 2.5056
H 1.5305 -2.6545 1.0884
H -3.4935 3.1291 -3.7537
H -0.7452 1.1406 -3.3751
H -4.8789 2.6989 -0.5210
N 5.1773 -0.1200 -2.4977
C 5.6345 -1.2609 -3.1038
C 6.3569 -1.9726 -2.1778
C 6.3305 -1.2376 -0.9667
C 5.5933 -0.1011 -1.1931
H 4.6215 0.5928 -2.9416
H 5.4074 -1.4658 -4.1394
H 6.8488 -2.9181 -2.3524
H 6.7985 -1.5104 -0.0322
H 5.3306 0.7180 -0.5407
N 2.3893 1.9783 4.3971
C 2.9865 2.7739 5.3380
C 2.9234 4.0733 4.8951
C 2.2581 4.0616 3.6434
C 1.9378 2.7556 3.3628
H 2.2957 0.9774 4.4562
H 3.4050 2.3482 6.2378
H 3.3120 4.9371 5.4152
H 2.0379 4.9132 3.0178
H 1.4303 2.3134 2.5182
N 2.7821 -8.4357 -1.5551
C 3.2479 -9.5673 -2.1686
C 3.9794 -10.2783 -1.2484
C 3.9487 -9.5510 -0.0330
C 3.2001 -8.4200 -0.2519
H 2.2180 -7.7249 -1.9943
H 3.0206 -9.7679 -3.2046
H 4.4799 -11.2182 -1.4299
H 4.4211 -9.8246 0.8991
H 2.9307 -7.6071 0.4053
N 2.7169 7.3808 7.1743
C 3.3143 8.1772 8.1148
C 3.2515 9.4760 7.6725
C 2.5865 9.4639 6.4215
C 2.2659 8.1581 6.1407
H 2.6231 6.3793 7.2337
H 3.7327 7.7518 9.0144
H 3.6401 10.3393 8.1925
H 2.3662 10.3162 5.7957
H 1.7583 7.7159 5.2966
*
```

Record 4
# C5H2N2O2S2

C5H2N2O2S2 as an isolated structure in a non-equilibrium geometry (ωB97M-V/def2-TZVPD, the Open Molecules 2025 dataset).

## Properties
LUMO energy, Ha: -0.0609
Energy, hartree: -1247.878598
Maximum force, eV/Å: 7.73
E_HOMO, eV: -9.07

Geometry as ORCA input:
```
! RIJCOSX wB97M-V def2-TZVPD def2/J DEFGRID3
* xyz 0 1
C 1.3708 0.0175 -0.1509
C 1.2497 -1.3926 0.1301
C 0.2941 0.8141 -0.1193
C -1.3293 -0.1540 -0.1071
C -1.0240 -1.4911 -0.0866
N 0.1328 -2.0478 0.1273
N 0.1696 2.1835 -0.0068
O 1.2242 2.8157 0.0369
O -0.9401 2.6999 0.0569
S -2.9896 0.0528 0.0437
S -2.6875 -2.1278 -0.0361
H 2.2975 0.4138 -0.2129
H 2.2318 -1.7839 0.3248
*
```

> What is the E_HOMO in the second record?

-11.27 eV

> What is the formula in the fourth record?

C5H2N2O2S2